Record 1
The following is a DFT calculation (ωB97M-V/def2-TZVPD) of a structure of composition C31H37N6O4S2SbSe4Ti.

## Properties
Highest occupied orbital energy   -7.761 eV
E_tot   -13325.0137 hartree
Relative energy (zero: lowest compared OMol25 entry of this formula, charge and spin)   61.0 kJ/mol
Max |F|   0.01804 hartree/bohr
Frontier orbital gap   0.2600 hartree
LUMO   -0.0252 hartree

Element x y z (Å)
Sb  0.2856  5.0309  -0.1126
Se  -0.4966  2.7730  1.1407
Se  1.6117  3.7321  1.6313
Se  -0.9708  6.8249  0.7788
Se  0.9844  4.6620  -2.3498
Ti  -0.2728  0.4026  -0.1812
S  -1.4720  -1.7362  -0.2869
S  1.5013  -1.4974  -1.1491
O  -0.4503  0.6521  -2.0058
O  0.5353  -0.1781  1.4533
O  1.5342  1.3366  -0.5198
O  0.1286  0.4101  -6.6095
N  -2.3870  0.7037  0.6500
N  -2.1531  -2.4141  2.1891
N  -2.6503  2.3506  -1.5853
N  2.1177  -1.8403  1.4740
N  -2.5494  -0.2297  1.6686
N  1.8530  -3.7311  0.2548
C  1.6797  -4.5132  -0.9696
C  -3.2983  1.6066  0.5970
C  3.1814  0.9907  5.4783
C  0.6949  0.6955  -5.4176
C  0.8246  -4.4989  2.3955
C  3.3361  -0.6359  3.7159
C  -2.1238  -1.4024  1.2988
C  2.0568  -4.4764  1.5003
C  -2.7207  -2.2824  3.5204
C  -2.9663  4.5992  -2.3259
C  0.2689  -5.0574  -1.1328
C  1.6914  1.2412  -2.8678
C  1.5810  -0.7603  1.9400
C  1.9844  1.4546  4.9532
C  2.1922  1.5662  -1.5494
C  2.1403  -0.1658  3.1799
C  0.9135  0.5684  -7.7808
C  -3.2219  2.6766  -0.4287
C  1.4629  0.8770  3.8053
C  -3.7148  3.9489  -0.1569
C  2.4901  1.3969  -4.0037
C  -3.5742  4.9283  -1.1266
C  0.3641  0.7978  -3.0380
C  1.8144  -2.3992  0.2697
C  3.5730  2.1085  -1.3622
C  -2.5229  3.2955  -2.5065
C  2.0219  1.1298  -5.2700
C  -4.4475  1.6330  1.5583
C  3.8551  -0.0560  4.8597
C  -0.1213  0.5317  -4.3096
C  -4.2387  -2.4013  3.5377
H  3.5919  1.4441  6.3715
H  -2.4160  -1.3118  3.9119
H  -0.0204  -4.9631  1.8853
H  0.0130  -5.7490  -0.3286
H  -4.6780  0.6295  1.9016
H  3.6825  2.4310  -0.3309
H  -2.2650  -3.0524  4.1449
H  1.4570  2.2693  5.4318
H  -5.3202  2.0865  1.0935
H  3.5087  1.7408  -3.8883
H  3.8486  -1.4487  3.2198
H  -1.1427  0.1965  -4.4287
H  3.7747  2.9390  -2.0327
H  -0.4487  -4.2372  -1.1328
H  -4.5592  -3.3745  3.1632
H  -2.0268  3.0012  -3.4252
H  0.1856  -5.5957  -2.0775
H  1.2379  1.6043  -7.9016
H  -1.8757  -3.3177  1.8487
H  1.0366  -5.0725  3.2993
H  4.7888  -0.4189  5.2695
H  0.5455  -3.4870  2.6877
H  1.9386  -3.8799  -1.8126
H  1.7850  -0.0900  -7.7638
H  0.5233  1.2225  3.3945
H  -2.8109  5.3393  -3.0983
H  -4.6807  -1.6276  2.9109
H  -4.6177  -2.2813  4.5537
H  4.2847  1.3020  -1.5648
H  -3.9083  5.9383  -0.9348
H  -4.1528  4.1807  0.8035
H  -4.1759  2.2271  2.4355
H  2.4045  -5.3290  -0.9291
H  0.2694  0.2932  -8.6106
H  2.6683  1.2626  -6.1229
H  2.3341  -5.4915  1.2167
H  2.8939  -4.0285  2.0349

Charges computed using Löwdin, reported in e: atom 1 (Sb): -0.02, atom 2 (Se): 0.29, atom 3 (Se): 0.15, atom 4 (Se): -0.07, atom 5 (Se): 0.04, atom 6 (Ti): 0.69, atom 7 (S): 0.72, atom 8 (S): 0.81, atom 9 (O): -0.24, atom 10 (O): -0.23, atom 11 (O): -0.23, atom 12 (O): -0.06, atom 13 (N): -0.13, atom 14 (N): -0.01, atom 15 (N): 0.12, atom 16 (N): 0.14, atom 17 (N): 0.01, atom 18 (N): -0.10, atom 19 (C): -0.23, atom 20 (C): -0.31, atom 21 (C): -0.08, atom 22 (C): -0.26, atom 23 (C): -0.07, atom 24 (C): -0.02, atom 25 (C): -0.78, atom 26 (C): -0.19, atom 27 (C): -0.24, atom 28 (C): -0.07, atom 29 (C): -0.07, atom 30 (C): -0.18, atom 31 (C): -0.38, atom 32 (C): -0.07, atom 33 (C): -0.43, atom 34 (C): -0.13, atom 35 (C): -0.07, atom 36 (C): -0.31, atom 37 (C): -0.05, atom 38 (C): -0.04, atom 39 (C): -0.01, atom 40 (C): -0.09, atom 41 (C): -0.33, atom 42 (C): -0.67, atom 43 (C): 0.00, atom 44 (C): -0.14, atom 45 (C): 0.00, atom 46 (C): -0.01, atom 47 (C): -0.08, atom 48 (C): 0.09, atom 49 (C): -0.08, atom 50 (H): 0.10, atom 51 (H): 0.11, atom 52 (H): 0.06, atom 53 (H): 0.07, atom 54 (H): 0.06, atom 55 (H): 0.07, atom 56 (H): 0.11, atom 57 (H): 0.11, atom 58 (H): 0.09, atom 59 (H): 0.12, atom 60 (H): 0.11, atom 61 (H): 0.14, atom 62 (H): 0.08, atom 63 (H): 0.03, atom 64 (H): 0.07, atom 65 (H): 0.11, atom 66 (H): 0.08, atom 67 (H): 0.10, atom 68 (H): 0.10, atom 69 (H): 0.08, atom 70 (H): 0.10, atom 71 (H): 0.06, atom 72 (H): 0.07, atom 73 (H): 0.10, atom 74 (H): 0.08, atom 75 (H): 0.11, atom 76 (H): 0.06, atom 77 (H): 0.07, atom 78 (H): 0.11, atom 79 (H): 0.11, atom 80 (H): 0.12, atom 81 (H): 0.10, atom 82 (H): 0.12, atom 83 (H): 0.09, atom 84 (H): 0.10, atom 85 (H): 0.12, atom 86 (H): 0.11

---

Record 2
The following is a DFT calculation (ωB97M-V/def2-TZVPD) of a structure of composition C6H8N2.

## Properties
Highest occupied orbital energy   -7.563 eV
E_tot   -342.8016 hartree
Relative energy (zero: lowest compared OMol25 entry of this formula, charge and spin)   347.4 kJ/mol
Max |F|   0.08549 hartree/bohr
Frontier orbital gap   0.3161 hartree
LUMO   0.0381 hartree

Element x y z (Å)
N  -2.0384  -1.5487  1.3939
N  -0.0854  0.4808  -0.5565
C  0.3312  -0.7959  1.2365
C  0.8113  1.1270  -1.4925
C  -1.0719  -0.7992  0.7650
C  0.9343  0.0818  0.2425
C  -1.3334  -0.1776  -0.4414
C  2.0321  0.8017  -0.5047
H  -2.2171  0.2279  -0.9364
H  0.6185  2.1423  -1.6705
H  2.3423  1.6437  0.1405
H  2.9378  0.4110  -0.9530
H  -2.8388  -1.4133  0.6476
H  -2.2088  -1.1624  2.4020
H  0.5873  -1.5973  2.1436
H  1.1991  0.5783  -2.4165

Charges computed using natural (NBO), reported in e: atom 1 (N): -0.82, atom 2 (N): -0.33, atom 3 (C): -0.38, atom 4 (C): -0.18, atom 5 (C): 0.12, atom 6 (C): 0.19, atom 7 (C): -0.21, atom 8 (C): -0.43, atom 9 (H): 0.22, atom 10 (H): 0.19, atom 11 (H): 0.22, atom 12 (H): 0.23, atom 13 (H): 0.37, atom 14 (H): 0.38, atom 15 (H): 0.25, atom 16 (H): 0.19